No. 1
ORCA calculation (ωB97M-V/def2-TZVPD) on a structure of composition C44H50IN6O2P2Sm at a distorted geometry.

Geometry as XYZ:
```
106
Properties=species:S:1:pos:R:3:forces:R:3:mulliken_spin:R:1
C -6.172944 -1.372763 -3.169213 0.00 0.01 -0.01 0.000
C -0.257790 -5.327604 -2.340137 0.04 -0.03 -0.05 0.000
H 3.177080 -2.075664 -9.546395 0.00 -0.01 -0.01 0.000
C 2.430317 0.255562 -3.885791 -0.01 -0.04 -0.02 0.000
H 2.426654 5.629795 -0.406426 0.00 0.02 0.01 0.000
H -0.309034 -5.541436 2.004018 0.02 -0.02 -0.01 0.000
C 2.902616 -4.959078 -4.641024 0.02 -0.04 0.02 0.000
N -3.338938 -0.168052 3.252581 0.04 0.03 -0.02 -0.001
C -5.737814 0.940005 -3.746285 0.01 -0.04 0.02 0.000
H 1.299375 -6.414927 -1.273301 -0.01 0.03 0.00 0.000
H -6.032184 1.846447 -4.254984 -0.01 0.01 -0.01 0.000
C 0.250658 -6.126202 -1.153344 0.01 -0.04 -0.03 0.000
H -0.222872 -1.948270 -2.519800 0.11 -0.08 -0.06 0.004
C 1.219257 3.860132 -0.409587 0.04 0.00 -0.04 0.001
H -1.706759 2.153491 0.453782 0.02 0.01 0.07 -0.002
C -0.061547 -3.917321 -0.499422 0.21 0.00 0.01 -0.002
C -1.327099 -2.024721 2.164020 0.01 -0.02 0.01 0.005
C 3.297848 1.004595 -8.163954 0.00 -0.02 -0.01 0.000
C -3.711129 -1.441207 3.851197 -0.03 -0.04 -0.01 0.000
C 3.188838 -0.685898 -1.231208 0.04 0.01 -0.07 -0.008
C 3.321836 4.056226 -1.556372 -0.01 0.02 0.02 0.000
H 0.807301 -2.026321 1.871584 -0.03 -0.04 0.01 -0.001
C 1.117979 2.553020 -0.862275 -0.19 -0.12 -0.06 -0.001
H -3.925541 1.768947 -2.963472 0.02 0.03 0.01 0.000
H 6.282210 -0.477680 0.134850 0.02 0.01 0.01 0.000
C 2.113811 1.968963 -1.637139 0.06 0.03 -0.02 -0.006
H 2.451991 -5.916422 -4.871782 0.00 -0.01 0.01 0.000
H 3.710225 -3.880341 -0.207398 -0.01 -0.03 0.00 0.000
H -1.322319 -2.179312 3.244619 0.03 0.02 -0.03 -0.001
C -3.924652 1.033563 3.853244 -0.05 0.01 0.00 0.000
C -0.688278 -2.926662 -2.697253 -0.06 0.03 0.03 0.001
C -3.384165 2.150190 2.971672 -0.02 0.04 0.02 0.000
C 2.809212 0.698235 -6.900797 -0.01 0.04 0.00 0.000
H 3.570688 2.024439 -8.398047 0.01 0.02 -0.01 0.000
H -3.112763 3.039404 3.538355 -0.02 0.00 -0.02 0.000
H -3.719673 -2.243066 3.121799 0.00 0.01 0.02 0.000
P 1.719998 -1.075258 -4.961504 -0.03 -0.05 0.00 0.002
N -2.199965 1.519188 2.409465 0.00 -0.09 0.03 -0.001
C -2.274244 0.163675 2.481359 0.03 0.03 0.03 0.001
C 3.900648 -2.826444 -0.363141 -0.02 0.00 -0.01 -0.001
C -4.193990 -0.275816 -2.362332 0.00 0.06 -0.01 -0.006
H -3.602910 1.136178 4.893538 0.03 0.00 -0.02 0.000
C 2.334861 4.608878 -0.749110 -0.02 -0.02 0.01 0.000
H -1.306611 -5.548080 -2.566505 0.01 0.00 0.03 0.000
I -8.296170 -0.139917 -4.917193 -0.04 0.00 -0.02 0.000
C 4.802162 -3.661302 -3.957913 -0.01 0.02 0.01 0.000
N -1.396306 -0.589010 1.844430 0.01 -0.03 -0.26 -0.009
H 0.191562 2.003414 -0.673132 0.20 0.25 -0.01 0.009
C 4.076787 -2.495679 -4.146390 0.00 0.01 0.01 0.000
H -0.441874 -3.147881 -3.733719 -0.03 0.04 0.02 0.000
C -5.002703 -1.409750 -2.436787 -0.01 0.02 0.04 0.000
H 4.609142 0.920052 -0.967182 -0.02 -0.02 -0.01 0.000
H 4.569397 -1.547630 -3.975866 0.01 0.05 0.01 0.000
C 5.098453 -2.265825 0.048022 0.02 0.06 -0.01 0.000
H -5.010981 0.967009 3.827412 0.02 0.01 0.03 0.000
H 2.041361 -2.500480 -1.362258 -0.03 0.00 -0.01 0.001
H 0.427616 4.302345 0.178165 -0.03 0.02 0.02 0.000
H -1.773812 -2.854227 -2.588090 0.06 -0.01 0.00 0.000
H -0.339555 -7.021156 -0.962666 0.03 0.00 -0.02 0.000
H -4.727424 -1.330914 4.224677 0.01 -0.02 -0.01 0.000
C -2.951829 -0.312504 -1.600035 -0.35 0.16 -0.11 0.011
C -4.563070 0.898616 -3.020304 -0.03 -0.07 -0.03 -0.001
C -6.538433 -0.197240 -3.820948 0.03 0.01 0.01 0.000
C 2.952252 -2.038870 -0.999456 0.00 -0.09 -0.08 -0.001
H -1.317614 3.265204 1.765216 0.02 -0.01 0.00 0.000
C 3.076250 -1.293111 -8.806944 0.00 0.00 -0.01 0.000
H 3.520971 0.311066 -3.945266 -0.04 0.05 0.02 -0.001
H 4.178044 4.650398 -1.843492 0.02 0.02 -0.01 0.000
N -0.121297 -2.770556 0.135837 -0.15 0.14 -0.08 -0.020
Sm -0.623424 -0.481560 -0.473379 0.96 -0.25 0.92 5.046
H 3.983203 2.346431 -2.646148 0.00 -0.02 0.01 0.000
H 3.818596 0.249134 -10.100816 0.00 0.01 -0.02 0.000
N -0.111917 -3.956899 -1.868649 0.01 0.03 0.03 -0.002
O -2.597098 -1.341464 -0.930755 -0.69 -0.26 -0.28 -0.016
C 4.400037 -0.130266 -0.816518 -0.02 0.05 0.07 0.001
H -3.068905 -1.704712 4.693892 -0.02 0.00 0.00 0.000
H 2.710077 1.502965 -6.183527 0.01 -0.02 -0.01 0.000
H -2.175771 -2.568871 1.736209 0.03 0.00 0.04 0.001
H 0.075359 -3.597330 2.109329 0.09 0.06 -0.08 0.000
C 3.212218 2.749929 -2.001529 0.00 -0.03 -0.02 0.000
H -0.320807 1.832215 1.575935 -0.05 0.01 0.00 -0.001
H -6.803582 -2.247519 -3.235364 -0.01 -0.01 0.00 0.000
C 5.347140 -0.917308 -0.183258 -0.01 -0.06 0.03 0.000
H 0.689011 -6.726768 1.186104 0.00 0.01 0.01 0.000
H 2.026683 1.195734 -4.272336 -0.01 -0.06 0.00 0.000
O -2.146994 0.693104 -1.587008 -0.24 0.11 -0.18 -0.018
C 2.456118 -0.608522 -6.575545 0.01 0.05 0.03 0.000
H 1.150626 -3.844752 -5.165975 0.01 0.00 -0.02 0.000
N 0.111731 -5.183405 -0.042305 -0.18 0.05 -0.01 0.000
C 3.435270 0.010716 -9.118581 0.00 0.01 0.00 0.000
P 1.897891 0.232251 -2.131948 0.11 0.09 0.04 0.008
H 1.405773 -5.187253 1.642317 -0.02 0.00 0.00 0.000
H -4.091615 2.433281 2.185427 0.01 -0.03 0.00 0.000
C 4.217786 -4.896168 -4.205763 -0.01 -0.01 -0.01 0.000
H 5.832690 -3.604397 -3.634298 0.02 0.00 0.00 0.000
C 0.493070 -5.660779 1.276655 0.08 -0.01 0.05 0.000
H 0.340012 -5.480759 -3.237792 -0.04 -0.02 0.01 0.000
H 5.842331 -2.873469 0.543993 0.02 -0.02 0.01 0.000
C 2.748186 -2.542499 -4.564177 0.01 0.00 0.00 0.000
H 2.318414 -2.623228 -7.325149 -0.01 -0.04 0.02 0.000
C 2.588220 -1.599077 -7.548375 0.00 0.00 0.00 0.000
C -0.055079 -2.650489 1.598697 -0.05 -0.05 0.08 0.000
C -1.344390 2.211124 1.493553 0.06 0.03 -0.11 0.006
H 4.793762 -5.803296 -4.082308 0.01 -0.02 0.01 0.000
C 2.173730 -3.789913 -4.807412 -0.06 0.04 0.05 0.000
H -4.713253 -2.311832 -1.915062 0.02 -0.01 0.00 0.000
```
Forces are in eV/Å.

## Properties
- gap between HOMO and LUMO (spin up / spin down) (eV) = 6.545 / 7.748
- multiplicity = 6
- <S²> = 8.76
- total charge = +2
- HOMO level (spin up / spin down) (eV) = -12.3 / -12.3
- energy above the lowest of the compared OMol25 structures with the same formula, charge and spin (kcal per mole) = 8.3
- strongest force on any atom (eV/A) = 1.355

No. 2
ORCA calculation (ωB97M-V/def2-TZVPD) on a structure of composition C48H38IN2O4S2Ti at a distorted geometry.

Geometry as XYZ:
```
96
Properties=species:S:1:pos:R:3:forces:R:3:lowdin_charge:R:1
C -1.059434 2.995685 0.059123 0.26 -0.08 0.04 -0.302
H 2.719192 -3.158832 1.018076 -0.01 0.02 -0.01 0.126
H 1.540000 -1.331131 8.188448 0.01 0.00 -0.01 0.131
H 1.708468 2.037634 9.157442 0.00 0.00 -0.01 0.099
C 0.143820 1.068873 5.484296 -0.02 -0.07 0.16 -0.056
C 1.147030 -0.664602 7.431994 0.02 -0.07 -0.02 0.002
C 3.600813 3.635290 0.690083 0.05 0.12 -0.04 -0.073
H 2.432297 5.453996 0.387178 -0.04 0.00 0.06 0.119
C -2.367282 5.011831 0.010891 0.00 -0.01 0.00 -0.019
H 4.107586 6.191403 1.715870 0.01 0.04 -0.04 0.117
N 0.191218 2.307037 0.318830 -0.22 0.02 -0.17 -0.022
O 4.394668 5.926065 0.834672 -0.02 -0.03 0.01 -0.018
C 2.084300 -1.790144 -2.552152 -0.12 0.01 0.02 0.006
C -3.623666 -4.311080 2.690048 0.06 0.08 0.03 0.012
H -0.187625 -7.813615 6.234607 0.00 0.01 0.01 0.125
C 0.172889 -5.921195 3.441087 0.07 -0.07 -0.04 -0.127
C -5.537076 -2.330506 3.176854 0.05 0.07 0.02 -0.003
H 0.005224 -1.733797 -2.011519 -0.04 0.00 -0.01 0.089
H 4.288548 -1.390759 -3.967658 0.00 0.00 0.00 0.090
H 5.423024 -1.704027 -2.643223 -0.01 0.00 0.00 0.093
S -0.166580 -2.371958 0.656918 -0.79 0.48 -0.60 0.890
C 4.796754 3.230577 1.286538 0.05 -0.18 0.13 -0.015
C 0.799792 -5.933129 2.169536 -0.01 -0.09 0.07 0.027
C 3.450001 5.083439 0.238607 0.11 -0.07 0.04 -0.197
H 4.664569 -1.021452 1.282504 0.02 -0.02 -0.06 0.080
C -2.451062 -0.357505 3.738682 0.01 -0.16 0.10 -0.050
I -2.057623 0.238919 -0.640451 0.01 -0.26 -0.07 1.446
C 4.435268 -0.333211 2.095356 -0.04 0.01 -0.02 0.019
H 0.116616 2.534411 7.029588 0.02 0.00 0.00 0.134
H 5.589196 3.953840 1.425316 0.01 -0.01 0.01 0.140
C -0.780037 -3.728170 2.915152 -0.05 0.05 0.00 -0.157
C -0.299142 -6.980081 5.554302 -0.10 0.06 0.14 -0.021
H 0.105368 1.474707 9.602375 0.00 0.00 -0.01 0.102
H -1.569095 -5.864950 6.909247 0.00 -0.02 0.00 0.122
C 3.370808 -2.151167 -2.174273 0.13 -0.01 0.00 -0.224
H -6.275333 -1.561906 3.366774 0.00 0.00 0.00 0.127
H -1.883857 -3.980615 5.387904 -0.01 0.01 -0.01 0.124
H 1.904025 -1.430508 -3.557323 -0.01 0.01 0.01 0.133
C -2.152650 2.307886 -0.446716 -0.07 0.04 -0.04 -0.574
H 1.498004 0.408050 9.807429 0.00 0.00 0.00 0.089
H -0.384782 4.898591 0.804368 -0.02 0.01 -0.02 0.124
C 1.247787 -2.430495 -0.394942 0.01 0.02 -0.18 -0.408
O -1.384157 -2.422949 -0.199807 0.18 -0.12 0.24 -0.567
H 5.302597 -0.263109 2.746518 -0.01 0.00 -0.01 0.101
C 1.055352 1.164573 9.164328 -0.03 -0.04 -0.08 -0.017
C -1.187426 4.353168 0.323468 -0.07 0.12 0.04 -0.008
H 1.234676 -2.154224 5.885577 0.01 0.01 -0.03 0.121
H -0.232072 1.743068 4.727380 0.01 -0.01 -0.03 0.111
H 3.596645 -0.750750 2.656885 -0.02 0.01 0.00 0.079
H -6.973211 -3.833546 2.735637 0.00 -0.01 0.01 0.125
H 1.187464 -4.894531 0.360306 -0.01 0.01 -0.01 0.121
C 0.347564 1.507280 6.775836 -0.02 0.05 -0.03 0.000
C -3.193459 -3.013740 3.069969 0.14 -0.09 -0.08 -0.091
C 2.948809 1.337204 0.910587 -0.51 -0.41 -0.13 -0.176
H -2.151612 0.643993 4.013526 0.04 -0.01 0.00 0.110
C 3.570060 -2.650421 -0.876981 0.07 0.05 -0.01 -0.002
C 2.532620 -2.775731 0.022908 0.01 0.08 -0.01 -0.079
C 0.456219 -0.257079 5.189273 0.15 0.22 -0.05 -0.407
C -0.631937 -4.815129 3.816058 -0.07 0.13 0.12 -0.112
H -2.456057 6.069453 0.216979 0.00 0.00 0.00 0.130
C -4.954865 -4.588602 2.573472 -0.09 0.04 0.01 -0.019
C 1.013118 -1.931478 -1.676409 0.21 -0.09 -0.09 -0.076
C 4.118893 1.031016 1.566160 0.39 -0.08 0.06 -0.232
C 4.517825 -2.055330 -3.137625 -0.04 -0.01 0.07 -0.016
C -0.059973 -3.749032 1.731699 0.17 -0.15 0.10 -0.292
H -5.273150 -5.581472 2.286077 -0.01 0.01 0.00 0.125
C -3.335095 2.950117 -0.760609 -0.02 0.16 0.03 -0.105
C -3.431727 4.319871 -0.548386 0.00 -0.04 -0.01 -0.022
C 0.710386 -4.867757 1.327676 -0.13 0.02 0.16 -0.045
C 2.627833 2.640223 0.538432 -0.39 0.30 -0.21 -0.063
Ti 0.306501 0.289273 0.790121 0.13 -0.81 0.82 0.898
C 0.315493 -7.006705 4.339226 0.02 0.03 -0.10 0.001
H 4.565205 -2.961783 -0.581596 0.00 0.02 0.00 0.135
H 1.358301 -6.810089 1.867263 0.00 0.00 0.02 0.137
H -4.174684 2.401148 -1.166029 0.00 0.01 0.00 0.116
C -1.807655 -2.675394 3.199075 -0.02 -0.09 -0.30 -0.144
C -4.167572 -2.009483 3.298105 -0.07 0.15 0.04 -0.129
H 1.152490 3.975778 -0.311995 0.05 0.03 0.04 0.141
C -1.092736 -5.869414 5.938123 0.08 -0.15 0.02 -0.026
H -4.524570 0.063352 3.812339 -0.01 -0.02 -0.01 0.134
H 4.737761 -3.041706 -3.551273 0.00 -0.01 0.00 0.107
C -1.265062 -4.817720 5.091823 0.05 0.03 -0.16 -0.007
O 0.245078 0.285737 2.605202 -0.11 -0.14 0.04 -0.544
C 0.977030 -1.131762 6.138002 -0.01 0.12 0.11 -0.054
C -3.762365 -0.685065 3.633731 -0.10 -0.09 -0.02 0.018
S 0.212714 -0.980650 3.630691 -0.28 0.05 -0.04 1.206
H -2.899207 -5.087255 2.489944 0.03 0.00 0.00 0.126
C -1.487151 -1.378093 3.522034 0.05 0.15 0.07 -0.341
C 0.844524 0.652668 7.768606 0.01 0.04 0.11 -0.222
H -4.347585 4.835575 -0.802214 0.00 0.01 0.01 0.131
O 2.013696 0.362716 0.591875 0.76 0.50 -0.06 -0.146
H 3.648699 5.119204 -0.835448 -0.02 0.00 -0.03 0.152
N 5.022031 2.001541 1.739201 -0.10 0.12 -0.10 0.177
C 1.282138 2.994552 0.133314 0.23 0.11 -0.01 0.027
H 0.916672 -7.856782 4.043708 0.01 0.01 0.00 0.130
C -5.922685 -3.592530 2.826399 0.02 -0.11 -0.04 -0.020
```
Forces are in eV/Å.

## Properties
- gap between HOMO and LUMO (eV) = 5.116
- multiplicity = 1
- total charge = +3
- HOMO level (eV) = -15.4
- strongest force on any atom (eV/A) = 1.165

No. 3
ORCA calculation (ωB97M-V/def2-TZVPD) on the ion C22H24F2N with charge +1 at a distorted geometry.

Geometry as XYZ:
```
49
Properties=species:S:1:pos:R:3:forces:R:3:lowdin_charge:R:1
H 2.178350 0.190578 -0.214469 -0.17 -0.48 -1.02 0.106
C 2.114435 -2.220219 -2.726035 0.40 0.44 0.42 0.054
C -1.514958 0.587231 2.732066 0.26 -1.29 -1.75 -0.015
C 3.039592 -2.907999 -3.520543 -0.58 0.04 0.02 -0.233
C 0.017022 2.549834 2.975142 -0.22 1.06 -1.19 -0.297
H 0.264361 3.449509 3.527475 0.02 -0.11 0.47 0.151
H 1.201176 1.131418 3.983185 0.45 0.12 0.36 0.121
H 0.129927 1.646643 -0.178381 -0.65 0.56 0.67 0.157
C 0.389865 -0.961449 -0.676749 2.68 0.87 0.00 -0.051
H 0.945084 -0.607828 2.486564 -0.20 0.66 -0.32 0.158
H -3.179052 1.351240 0.408710 -0.51 -0.77 0.08 0.098
C 2.582642 -1.460770 -1.596805 1.51 -1.37 -1.89 -0.219
C 0.866143 0.405936 2.035071 -0.62 -0.33 -0.89 -0.081
H 1.524870 0.451144 1.175833 -0.22 -0.06 0.52 0.075
C -0.604652 1.836346 0.649879 0.49 0.91 0.63 -0.139
H -0.924681 -0.946811 1.007824 -1.05 -2.37 -3.00 0.173
H -5.451282 -0.981442 -2.506252 0.82 0.02 0.14 0.130
H 2.134164 2.005186 2.725432 -0.44 -0.08 0.24 0.140
C -4.405070 0.165347 -0.933427 0.13 -0.13 -1.39 -0.041
H -1.619553 1.878853 0.214720 1.26 0.46 0.40 0.096
H -5.347728 0.511077 -0.505771 0.36 0.12 -0.14 0.113
C 4.399803 -2.934692 -3.223698 -0.04 0.49 0.53 0.006
H 5.081192 -3.480095 -3.851293 0.07 -0.11 -0.19 0.119
H -1.081793 3.711960 1.403158 0.46 0.16 0.72 0.130
H 5.919992 -2.232070 -1.810137 -0.23 -0.14 -0.29 0.113
C -0.238857 3.015020 1.537512 -0.09 0.69 -1.68 -0.106
C -1.972265 -0.052780 -0.763869 -0.38 0.57 -1.22 -0.146
C -3.221231 -1.033686 -2.634523 -1.83 0.04 -0.69 -0.192
H 1.048189 -2.257081 -3.003506 0.71 0.13 0.02 0.119
C -3.185763 0.577637 -0.364209 -0.20 -1.37 0.20 -0.065
N -0.548820 0.578786 1.456460 2.02 2.62 -1.39 -0.154
C -1.248808 1.886190 3.506113 0.00 -0.28 0.08 -0.106
C 1.163841 1.553134 2.986387 -0.03 -0.16 0.52 -0.106
C 1.713608 -0.616657 -0.806809 -2.41 -0.76 0.79 -0.035
F -3.308552 -1.895228 -3.743527 0.99 1.71 1.63 0.026
H -2.533038 0.460433 2.331854 0.40 0.16 0.34 0.122
H -2.145447 2.526345 3.461510 0.55 -0.08 0.08 0.136
H 4.276657 -0.992503 -0.384048 0.20 -0.25 -0.67 0.115
F 2.575450 -3.560891 -4.641778 0.53 0.62 1.26 0.045
H -1.245042 -0.325458 3.314753 -0.16 0.65 -0.59 0.144
C -1.999352 -0.572291 -2.094459 -0.35 -1.96 0.19 0.048
H 0.627321 3.471619 1.012891 -0.25 0.11 0.95 0.136
C 3.968216 -1.520322 -1.301951 -0.77 0.32 0.14 -0.041
H -1.115507 -0.885786 -2.665468 -0.27 0.11 0.62 0.119
C -0.701115 -0.301291 0.085434 -2.80 -3.28 3.73 -0.155
H 0.070796 -1.891099 -1.207226 0.07 1.01 0.75 0.134
H -1.034171 1.600343 4.536517 -0.41 0.13 0.11 0.126
C 4.870228 -2.231187 -2.099997 -0.83 -0.09 0.08 -0.052
C -4.476189 -0.672173 -2.099558 1.33 0.70 1.59 0.023
```
Forces are in eV/Å.

## Properties
- gap between HOMO and LUMO (eV) = 8.604
- multiplicity = 1
- SMILES string = Fc1cccc(/C=C/[C@H](c2cccc(F)c2)[N+]23CCC(CC2)CC3)c1
- total charge = +1
- HOMO level (eV) = -11.4
- energy above the lowest of the compared OMol25 structures with the same formula, charge and spin (kcal per mole) = 82.1
- strongest force on any atom (eV/A) = 5.698